Molecular formula: C5H7NO
Method: DFT, the ωB97M-V functional and the def2-TZVPD basis

Geometry (Å):
1 O -0.840 2.510 0.438
2 C -0.925 1.119 0.308
3 C -0.118 0.504 -0.840
4 C 1.222 0.519 -0.097
5 C 0.765 -1.963 -0.272
6 N 0.237 -0.646 -0.007
7 C 0.210 0.404 1.037
8 H -1.420 2.901 -0.225
9 H -1.949 0.738 0.460
10 H -0.311 0.374 -1.904
11 H 1.460 -1.848 -1.103
12 H -0.029 -2.684 -0.495
13 H 1.326 -2.276 0.610
14 H 0.388 0.156 2.081

Output
* HOMO level: -0.299 Ha
* frontier orbital gap: 8.91 eV
* E_tot: -324.5077 a.u.

Atom charges from the Mulliken analysis, given in e for atoms 1 to 8: -0.52 0.08 -0.09 -1.09 -0.78 0.08 -0.01 0.31